Density functional theory data (ωB97M-V with the def2-TZVPD basis set) for 21 unconnected molecules or ions with the total composition C21H84O21 in a non-equilibrium geometry.

Summary:
Lowest unoccupied orbital energy: 0.06 eV
Maximum force: 2.345 eV/Å

Geometry (Å):
O (-2.68, 2.94, -0.70)
O (-5.06, -1.58, 1.31)
O (1.16, 4.00, -3.28)
O (3.50, 3.28, -2.13)
O (0.02, 1.08, 4.24)
O (-1.25, -1.23, 3.44)
O (3.45, -3.38, 3.70)
O (1.21, 3.05, 2.84)
O (3.33, -2.88, -6.08)
O (-3.49, -3.49, 0.09)
O (-2.98, 1.17, -2.78)
O (1.26, -0.32, -0.29)
O (0.41, -5.50, -0.66)
O (2.80, -0.47, -4.84)
O (1.11, -0.97, -2.91)
O (-0.27, 1.18, -6.78)
O (1.85, -3.38, -1.58)
O (-3.65, 3.73, 5.19)
O (-1.96, 5.49, 0.25)
O (2.94, -1.41, 1.74)
O (-3.00, -1.64, 5.59)
C (0.41, 1.23, 5.56)
C (4.04, 0.00, -4.35)
C (0.76, -6.59, -1.44)
C (3.67, -3.48, -4.86)
C (0.24, 2.18, -5.99)
C (-3.71, 0.12, -2.23)
C (3.05, -0.32, 2.60)
C (-2.61, 3.76, 4.26)
C (-2.09, -3.18, -0.21)
C (-2.58, -0.78, 6.62)
C (-0.22, -0.93, -3.45)
C (3.16, -3.25, -1.09)
C (0.10, 0.30, 0.08)
C (-2.49, 6.35, -0.72)
C (-4.37, -1.04, 2.40)
C (-3.48, 2.61, 0.43)
C (-0.38, -2.33, 3.60)
C (0.09, 3.51, -2.56)
C (2.77, -4.51, 3.13)
C (3.18, 2.34, -1.11)
C (0.25, 3.84, 2.15)
H (1.58, -2.48, -1.78)
H (0.19, 4.81, 2.64)
H (3.59, -2.25, -1.13)
H (-0.07, 2.13, 5.94)
H (1.73, -7.00, -1.15)
H (-1.46, -4.06, -0.15)
H (-2.20, 4.59, 0.00)
H (-3.78, -0.70, -2.95)
H (-0.07, -2.40, 4.64)
H (-2.25, 2.73, 4.13)
H (-3.10, 1.06, -3.72)
H (-3.14, 1.63, 0.77)
H (-0.29, -1.56, -4.33)
H (4.57, -0.53, -3.56)
H (3.18, -4.92, 2.21)
H (1.27, -0.38, -1.25)
H (-2.42, -1.52, 4.83)
H (-3.39, -0.75, 2.04)
H (-3.28, -0.30, -1.31)
H (4.71, 0.21, -5.19)
H (0.83, 4.81, -3.67)
H (-0.04, 3.19, -6.27)
H (-0.46, 0.10, -3.72)
H (0.24, 2.47, -2.27)
H (2.10, 0.20, 2.71)
H (-2.23, 0.17, 6.21)
H (3.55, -4.57, -4.83)
H (3.27, -3.79, -0.14)
H (-3.66, -4.41, -0.13)
H (2.46, 2.77, -0.41)
H (3.82, -3.77, -1.78)
H (-0.05, 1.99, -4.96)
H (1.50, 1.29, 5.60)
H (2.93, -1.15, -5.52)
H (3.85, 0.97, -3.90)
H (1.61, -0.78, -3.71)
H (-4.83, -0.15, 2.82)
H (0.60, 4.00, 1.13)
H (0.95, -4.76, -0.94)
H (-2.42, 7.39, -0.41)
H (-0.76, 3.35, -3.23)
H (-0.76, -3.33, 3.36)
H (-3.27, 3.52, 6.04)
H (2.69, 3.64, -2.51)
H (-3.55, 6.16, -0.86)
H (3.71, -3.26, -6.87)
H (0.51, -2.12, 3.01)
H (2.27, -1.23, 1.07)
H (-1.77, -2.41, 0.49)
H (-0.74, 3.39, 2.27)
H (-4.51, -2.27, 0.94)
H (4.67, -3.27, -4.47)
H (-4.29, -1.80, 3.18)
H (-0.69, -0.33, -0.33)
H (0.33, 1.85, 3.75)
H (-0.22, 4.10, -1.69)
H (-1.76, 4.37, 4.58)
H (-0.74, -0.42, 3.48)
H (-1.95, 6.29, -1.66)
H (0.00, 0.33, 1.17)
H (-3.32, -0.50, 7.37)
H (-3.40, 3.38, 1.20)
H (-0.05, 1.33, -0.23)
H (2.70, -5.32, 3.86)
H (-2.91, 2.31, -1.38)
H (-4.71, 0.38, -1.90)
H (-3.03, 4.19, 3.35)
H (0.09, -7.43, -1.29)
H (1.74, -4.19, 2.95)
H (1.32, 2.20, -6.05)
H (0.39, 1.07, -7.46)
H (-4.56, 2.59, 0.31)
H (4.12, 2.03, -0.67)
H (3.43, -2.71, 3.02)
H (3.00, -3.09, -4.09)
H (-1.94, -2.77, -1.21)
H (3.39, -0.61, 3.59)
H (-1.79, -1.23, 7.22)
H (-0.96, -1.22, -2.70)
H (2.79, 1.44, -1.58)
H (0.16, 0.33, 6.12)
H (0.74, -6.35, -2.50)
H (3.69, 0.43, 2.13)
H (2.06, 3.38, 2.55)

***

Density functional theory data (ωB97M-V with the def2-TZVPD basis set) for 16 unconnected molecules or ions with the total composition C32H96O16 in a non-equilibrium geometry.

Summary:
Lowest unoccupied orbital energy: 0.00 eV
Maximum force: 2.987 eV/Å

Geometry (Å):
O (-1.87, -2.95, -8.68)
O (7.83, -0.59, -0.13)
O (7.55, 4.30, 6.91)
O (4.26, -8.25, -4.42)
O (-0.44, -0.71, 0.14)
O (-3.72, 10.26, 2.19)
O (-2.31, -6.47, -1.98)
O (6.60, -0.62, -5.43)
O (-5.22, 0.97, 2.87)
O (-6.87, 1.31, -5.15)
O (-2.29, -8.40, 2.61)
O (5.16, 7.50, -1.71)
O (0.39, -3.72, 8.51)
O (-1.90, 4.69, 8.94)
O (-2.29, 3.17, -6.62)
O (-8.70, -3.46, 1.98)
C (8.05, 1.59, 0.54)
C (-2.59, 8.38, 1.17)
C (6.71, 3.79, 7.94)
C (7.88, 0.19, 1.05)
C (-1.98, -8.36, -3.39)
C (-2.85, -7.26, -2.96)
C (6.28, 0.70, -5.86)
C (-3.20, 8.93, 2.47)
C (0.03, -8.03, 3.11)
C (4.30, -6.87, -2.49)
C (1.13, 1.07, 0.21)
C (5.99, 2.50, 7.37)
C (-0.56, 5.10, 7.02)
C (0.43, -1.45, 7.70)
C (1.18, -2.81, 7.73)
C (-1.43, -8.02, 3.61)
C (3.97, 7.42, -2.51)
C (-1.97, 4.82, 7.50)
C (-5.59, 2.34, 2.59)
C (-0.66, -3.70, -8.41)
C (-6.75, 2.87, 3.46)
C (-1.70, 3.96, -5.60)
C (0.03, -3.00, -7.21)
C (0.77, -0.29, -0.34)
C (-2.31, 5.31, -5.39)
C (-8.13, -4.44, 1.14)
C (4.24, 8.24, -3.78)
C (-7.08, 0.11, -4.42)
C (-9.28, -4.86, 0.24)
C (4.74, -8.21, -3.10)
C (7.44, 1.65, -5.84)
C (-5.77, -0.59, -4.03)
H (0.61, -0.92, 8.64)
H (-0.63, 5.10, 5.93)
H (6.71, 1.70, 7.26)
H (7.91, 1.70, -4.86)
H (0.86, -0.87, 6.89)
H (0.28, -1.98, -7.50)
H (-0.61, -1.61, -0.14)
H (-5.80, 2.40, 1.52)
H (0.46, 1.87, -0.09)
H (7.17, 2.68, -6.07)
H (-0.25, 6.10, 7.32)
H (7.30, 1.79, -0.23)
H (-7.64, 1.50, -5.68)
H (5.81, 0.58, -6.83)
H (3.11, 7.70, -1.89)
H (-3.02, -6.58, -3.79)
H (-5.10, -0.69, -4.89)
H (1.10, 1.15, 1.30)
H (-2.59, -6.93, -1.19)
H (-4.07, 8.33, 2.75)
H (-7.28, -4.10, 0.55)
H (-7.73, -0.54, -5.01)
H (-4.61, 10.11, 1.89)
H (-6.59, 2.94, 4.53)
H (0.66, -0.31, -1.42)
H (4.82, 7.35, -0.82)
H (-2.34, 3.86, 7.14)
H (-1.76, 8.99, 0.81)
H (8.09, 5.03, 7.24)
H (9.06, 1.76, 0.15)
H (-3.12, 3.01, -6.17)
H (6.94, -0.52, -4.53)
H (-7.65, 2.25, 3.37)
H (8.30, -1.39, 0.12)
H (-7.82, -5.26, 1.79)
H (3.77, 6.38, -2.76)
H (-1.57, -2.04, -8.73)
H (8.66, -0.21, 1.69)
H (3.26, -6.68, -2.75)
H (5.31, 2.04, 8.10)
H (2.13, -2.68, 8.24)
H (1.08, -4.33, 8.76)
H (-2.35, -9.35, 2.51)
H (7.83, 2.31, 1.33)
H (0.28, -8.97, 2.63)
H (0.14, 4.38, 7.44)
H (0.89, -3.54, -6.80)
H (-0.64, -1.51, 7.55)
H (-1.73, -8.95, -2.51)
H (-2.74, 4.40, 9.30)
H (-1.84, 5.81, -4.54)
H (-2.69, 5.61, 7.28)
H (4.55, -7.45, -4.86)
H (5.82, -8.30, -3.11)
H (4.89, -6.03, -2.87)
H (5.49, 2.63, 6.41)
H (-6.92, 3.90, 3.15)
H (7.35, 3.49, 8.77)
H (-0.99, -4.70, -8.15)
H (-0.65, 4.09, -5.87)
H (-4.49, 0.70, 2.31)
H (-7.65, 0.22, -3.51)
H (1.31, -3.20, 6.72)
H (2.09, 1.37, -0.20)
H (4.46, -6.88, -1.41)
H (4.95, 7.74, -4.45)
H (-2.22, 7.36, 1.27)
H (-0.04, -3.63, -9.30)
H (6.94, 0.09, 1.61)
H (1.48, -1.08, -0.08)
H (-2.52, 9.05, 3.31)
H (-5.91, -1.56, -3.56)
H (-8.00, -2.81, 2.09)
H (-9.03, -5.60, -0.52)
H (5.98, 4.56, 8.16)
H (-5.27, 0.03, -3.29)
H (-1.58, -8.75, 4.40)
H (-1.78, -7.06, 3.98)
H (-4.70, 2.95, 2.68)
H (3.28, 8.33, -4.28)
H (-2.51, -8.94, -4.15)
H (4.39, -9.10, -2.57)
H (0.74, -7.85, 3.92)
H (5.47, 1.09, -5.23)
H (-1.04, -7.96, -3.76)
H (-0.65, -2.99, -6.36)
H (-2.18, 5.94, -6.27)
H (-3.81, -7.61, -2.56)
H (4.67, 9.21, -3.54)
H (-10.17, -5.17, 0.78)
H (-3.35, 8.38, 0.39)
H (-9.62, -4.02, -0.37)
H (-3.37, 5.16, -5.21)
H (0.29, -7.26, 2.38)
H (8.17, 1.28, -6.56)
H (-1.79, 3.44, -4.65)

***

ΔE to the lowest compared entry with this formula, charge and spin, record by record: 1.231; 6.230 eV
HOMO-LUMO gap, record by record: 9.15; 10.13 eV